(1)
106
Properties=species:S:1:pos:R:3:lowdin_charge:R:1 method="wB97M-V/def2-TZVPD" energy_ev=-93428.09800 total_charge=+3 e_homo_ev=-11.94 lumo_energy_ha=-0.346 molar_mass_g_mol=1081.30
Sn 1.5233 0.5935 0.0807 1.027
C 4.8595 3.0382 -3.1854 -0.001
C 4.5128 3.2150 -1.7843 -0.301
N 5.2946 3.8546 -0.9205 0.154
N 4.6117 3.8046 0.2719 0.067
C 3.4782 3.0658 0.1593 -0.718
S 2.3076 2.7303 1.3473 0.607
N 3.4248 2.6153 -1.1355 -0.100
N 2.4150 1.8864 -1.7457 -0.015
H 5.9000 3.4119 -3.3097 0.116
H 4.1227 3.6521 -3.7624 0.118
H 5.0361 2.0384 -3.5447 0.085
H 4.9335 4.3946 1.0444 0.188
H 2.8810 1.2555 -2.3860 0.107
H 1.7094 2.5431 -2.3360 0.099
C -4.3962 2.9196 0.0099 -0.381
Sb -3.1903 3.2219 1.7791 1.246
C -2.9900 5.3409 1.0630 -0.323
C -4.7476 2.9327 3.5087 -0.253
C -4.0670 2.5337 4.7770 -0.295
C -3.8890 3.4380 5.8052 -0.063
C -3.3663 3.0694 7.0108 -0.104
C -2.8425 1.8153 7.2021 -0.063
C -2.9279 0.8955 6.1150 -0.044
C -3.7450 1.1505 5.0132 -0.334
C -4.1878 0.0530 4.2262 -0.313
Sb -2.6250 -0.9861 2.8983 1.218
C -4.1497 -2.4584 2.1274 -0.331
C -1.5491 -1.9325 4.5315 -0.410
H -3.6029 2.7947 -0.7241 -0.030
H -5.0087 3.8115 -0.1182 -0.008
H -5.1206 2.0811 -0.1070 0.014
H -2.2976 5.2889 0.2168 -0.018
H -2.5964 5.9145 1.8824 -0.022
H -3.9606 5.7161 0.7638 -0.005
H -5.2424 2.1259 2.9945 0.018
H -5.1933 3.9082 3.6057 0.049
H -4.3767 4.4086 5.6855 0.122
H -3.2921 3.8028 7.7892 0.106
H -2.1791 1.5974 8.0626 0.115
H -2.5692 -0.1474 6.1615 0.082
H -5.0052 0.3022 3.5623 0.042
H -4.5084 -0.8413 4.8441 0.093
H -4.4104 -2.0435 1.1536 -0.025
H -5.0021 -2.3982 2.8221 -0.003
H -3.8851 -3.5064 1.9344 -0.012
H -1.3510 -2.9634 4.1820 -0.023
H -2.1602 -2.1186 5.4466 0.005
H -0.6076 -1.4151 4.8881 0.018
C 0.7482 -9.6076 2.2506 0.006
C -0.3298 -10.5012 1.7025 -0.153
C -0.4834 -11.9336 2.1415 0.033
C -1.1160 -10.0090 0.5781 -0.008
Si 3.1475 -2.3824 -0.0763 0.958
O 3.1885 -0.6585 -0.1445 -0.630
C 2.1367 -3.0016 -1.6092 -0.269
C 0.9255 -3.6299 -1.4306 -0.129
C 0.1791 -4.0805 -2.5592 -0.074
C 0.5447 -3.8233 -3.8724 -0.036
C 1.7782 -3.1500 -4.0257 -0.067
C 2.6048 -2.8544 -2.9617 -0.084
C 4.9449 -2.8664 0.0875 -0.287
C 5.4086 -4.2247 0.0243 -0.080
C 6.7304 -4.4700 0.2405 -0.063
C 7.6927 -3.4399 0.3864 -0.016
C 7.2273 -2.1405 0.4161 -0.036
C 5.8605 -1.8539 0.1414 -0.092
H 0.7632 -8.6757 1.6228 0.105
H 1.7339 -10.0146 2.3325 0.106
H 0.3992 -9.2142 3.2364 0.144
H 0.2322 -12.1165 2.9606 0.115
H -0.2930 -12.5232 1.3026 0.103
H -1.4351 -12.0437 2.6220 0.124
H -1.8974 -9.2133 0.9155 0.177
H -1.6601 -10.8598 0.1056 0.121
H -0.3928 -9.4979 -0.1023 0.127
H 0.5561 -3.8393 -0.4131 0.104
H -0.7015 -4.6620 -2.2282 0.117
H -0.0995 -4.2127 -4.7061 0.139
H 2.2551 -2.8143 -4.9643 0.127
H 3.5466 -2.4088 -3.1727 0.099
H 4.7387 -5.0723 -0.0740 0.108
H 7.1114 -5.4410 0.2456 0.098
H 8.6896 -3.7716 0.6735 0.128
H 7.8792 -1.3375 0.7852 0.125
H 5.5355 -0.8097 0.0300 0.101
N -2.8698 11.0159 -4.9582 0.200
C -2.6392 9.8928 -5.1712 -0.169
C -2.1253 8.5974 -5.1887 -0.204
C -2.9704 7.4634 -5.2668 0.020
C -2.4645 6.2032 -5.0177 0.011
C -1.1404 6.0562 -4.6282 -0.225
C -0.2861 7.1385 -4.6643 -0.005
C -0.7378 8.4007 -5.0191 0.019
N -0.6544 4.7813 -4.2757 -0.020
C -0.7844 3.5741 -5.0324 0.012
C -0.1670 2.6057 -4.2553 -0.124
N 0.4543 3.2036 -3.1752 -0.013
C 0.0230 4.4808 -3.1474 -0.107
H -3.9722 7.6340 -5.4754 0.107
H -3.0847 5.3195 -4.9542 0.125
H 0.7853 7.0004 -4.4649 0.128
H -0.0482 9.2013 -5.0382 0.118
H -1.3756 3.4654 -5.8944 0.112
H -0.1921 1.5065 -4.4211 0.117
H 0.1327 5.2043 -2.3196 0.156


(2)
114
Properties=species:S:1:pos:R:3:lowdin_charge:R:1 method="wB97M-V/def2-TZVPD" energy_ev=-173039.84932 spin_multiplicity=2 total_charge=-2 e_homo_ev="-2.10 / -2.17" lumo_energy_ha="0.150 / 0.138" s_squared=0.753 molar_mass_g_mol=1075.32 relative_energy_kj_mol=70.2
Cd -0.3298 1.2181 0.5237 1.352
C -0.0209 5.0669 -1.8942 -0.104
O 1.3184 4.9802 -2.3671 -0.133
C 2.2429 4.3250 -1.5890 -0.235
C 3.5057 4.8734 -1.6141 -0.040
C 4.5688 4.3100 -0.9099 -0.134
C 4.3159 3.1911 -0.1516 -0.095
C 3.0448 2.5958 -0.1074 -0.165
C 2.9468 1.4431 0.7674 -0.123
N 1.9025 0.7618 1.0514 -0.069
N 2.1072 -0.2739 1.9438 0.027
C 0.9889 -0.5695 2.5705 -0.534
O -0.1180 0.0382 2.4915 -0.149
C 1.0420 -1.8058 3.4253 -0.145
C -0.1511 -2.3370 3.9049 -0.024
C -0.1401 -3.5121 4.6434 -0.095
C 1.0571 -4.1592 4.9170 -0.124
C 2.2500 -3.6278 4.4424 -0.113
C 2.2416 -2.4602 3.6971 -0.050
C 1.9574 3.1045 -0.8811 -0.336
O 0.8167 2.5174 -1.0060 -0.266
H -0.4808 5.8711 -2.4723 0.085
H -0.0562 5.2971 -0.8298 0.047
H -0.5580 4.1325 -2.0421 0.042
H 3.6360 5.7734 -2.2050 0.107
H 5.5564 4.7525 -0.9474 0.079
H 5.1091 2.7360 0.4327 0.093
H 3.8761 1.1462 1.2616 0.109
H -1.0770 -1.8329 3.6555 0.098
H -1.0759 -3.9277 4.9995 0.095
H 1.0611 -5.0752 5.4978 0.084
H 3.1879 -4.1318 4.6489 0.087
H 3.1558 -2.0389 3.3012 0.097
N -8.0113 -0.6706 -1.9843 0.083
C -6.7926 -0.6473 -1.2921 -0.326
C -6.3215 -1.7927 -0.6459 -0.040
C -5.1095 -1.7700 0.0241 -0.057
C -4.3481 -0.6093 0.0353 -0.276
C -4.8046 0.5275 -0.6091 -0.065
C -6.0209 0.5112 -1.2690 -0.030
S -2.8370 -0.5477 0.9654 0.566
O -3.0488 -1.3537 2.1403 -0.305
O -2.6261 0.8778 1.1534 -0.450
N -1.6382 -0.9665 0.0002 -0.145
C -0.9315 -2.1109 0.2317 -0.532
N 0.3770 -2.0303 -0.0931 0.111
C 1.1291 -3.0821 0.1756 -0.160
C 0.6203 -4.2507 0.7244 -0.069
C -0.7484 -4.2639 0.9298 -0.153
N -1.5340 -3.2291 0.6781 0.123
H -8.6718 -1.3407 -1.6235 0.075
H -8.4346 0.2390 -2.0897 0.081
H -6.9183 -2.6985 -0.6590 0.101
H -4.7452 -2.6444 0.5489 0.111
H -4.2210 1.4377 -0.5621 0.093
H -6.3816 1.4122 -1.7542 0.115
H 2.1880 -2.9786 -0.0444 0.107
H 1.2485 -5.0939 0.9722 0.089
H -1.2399 -5.1566 1.3102 0.101
C -1.7621 1.2196 -5.4685 -0.222
Si -1.9573 0.7893 -3.6275 0.318
C -2.5651 2.3357 -2.7370 -0.217
C -3.2940 -0.5445 -3.5227 -0.218
Ge 0.0980 -0.1350 -2.8357 0.692
Si -0.0707 -2.4085 -3.5761 0.309
C -1.3982 -3.4858 -2.7596 -0.211
C 1.6154 -3.2519 -3.3477 -0.228
C -0.4445 -2.5605 -5.4358 -0.227
Si 1.9765 0.7510 -4.0014 0.314
C 3.5296 0.4885 -2.9499 -0.213
C 2.3016 -0.1061 -5.6702 -0.237
C 1.7741 2.5614 -4.4706 -0.206
H -2.7390 1.5233 -5.8614 0.024
H -1.4113 0.3657 -6.0513 0.007
H -1.0652 2.0456 -5.6188 0.008
H -3.6557 2.3173 -2.6617 0.021
H -2.2882 3.2281 -3.3047 0.030
H -2.1617 2.4632 -1.7311 -0.002
H -4.2876 -0.0963 -3.6116 0.024
H -3.2567 -1.0875 -2.5776 0.010
H -3.1761 -1.2701 -4.3319 0.012
H -1.7465 -3.1394 -1.7894 -0.007
H -1.0124 -4.5021 -2.6357 0.025
H -2.2715 -3.5336 -3.4150 0.019
H 2.0749 -2.9910 -2.3961 -0.003
H 2.3057 -2.9529 -4.1412 0.006
H 1.5056 -4.3403 -3.3877 0.021
H -1.4204 -2.1498 -5.7000 0.005
H -0.4605 -3.6319 -5.6685 0.024
H 0.3076 -2.0872 -6.0699 0.001
H 4.0765 -0.3932 -3.2961 0.017
H 3.2863 0.3423 -1.8980 0.007
H 4.1924 1.3558 -3.0116 0.025
H 2.5891 -1.1548 -5.5804 0.002
H 3.1309 0.4343 -6.1404 0.023
H 1.4408 -0.0414 -6.3391 0.010
H 1.2499 3.1569 -3.7274 0.009
H 1.2320 2.6391 -5.4176 0.015
H 2.7642 3.0057 -4.6118 0.035
O -8.1010 3.1776 1.0051 0.082
C -7.2563 3.7039 0.0712 -0.509
O -7.7359 4.1094 -0.9597 0.067
C -5.8222 3.7211 0.4023 -0.184
C -4.9389 4.3287 -0.4975 -0.035
C -3.5829 4.3508 -0.2517 -0.131
C -3.0234 3.7594 0.8971 -0.737
S -1.3077 3.7365 1.1529 0.507
C -3.9265 3.1881 1.8129 -0.135
C -5.2794 3.1651 1.5705 -0.046
H -7.5828 2.9156 1.7739 0.071
H -5.3416 4.7648 -1.4027 0.115
H -2.9111 4.7982 -0.9740 0.089
H -3.5271 2.7203 2.7003 0.100
H -5.8926 2.6461 2.3038 0.107